1.
ORCA calculation (wB97M-V/def2-TZVPD) on a cluster of 10 separate species, C52H81F3O21 in total.

The value obtained for the energy above the lowest of the compared OMol25 structures with the same formula, charge and spin is 0.0 kJ/mol. The value obtained for the largest force on an atom is 4.2 eV/A. Its HOMO-LUMO gap is 9.57 eV. For the HOMO energy, the calculation gives -9.183 eV.

The geometry in ORCA input format:
```
! RIJCOSX wB97M-V def2-TZVPD def2/J DEFGRID3
* xyz 0 1
C -20.16 16.85 5.44
C -19.53 18.24 5.20
C -18.12 18.41 5.63
O -17.67 19.53 4.82
C -18.37 19.45 3.72
O -18.13 19.99 2.71
O -19.43 18.65 3.87
H -21.24 16.85 5.20
H -19.93 16.56 6.47
H -19.77 16.11 4.79
H -20.13 18.96 5.82
H -17.52 17.53 5.34
H -17.89 18.77 6.69
C -15.79 24.26 4.05
C -17.25 24.54 4.52
C -18.21 23.37 4.12
O -18.29 22.59 5.33
C -17.77 23.29 6.35
O -17.71 22.85 7.44
O -17.34 24.51 5.99
H -15.44 23.40 4.62
H -15.22 25.14 4.23
H -15.78 23.99 3.03
H -17.59 25.51 4.18
H -17.75 22.76 3.28
H -19.17 23.67 3.80
C -21.96 23.55 8.44
C -20.90 23.12 7.50
C -20.49 21.65 7.58
O -20.66 21.17 6.23
C -21.15 22.16 5.45
O -21.32 22.06 4.28
O -21.25 23.32 6.13
H -22.33 24.55 8.41
H -21.44 23.58 9.42
H -22.86 22.89 8.56
H -20.04 23.71 7.65
H -20.91 21.02 8.33
H -19.38 21.60 7.75
C -13.67 22.18 15.86
C -13.06 22.72 14.57
C -12.92 21.63 13.48
O -13.63 22.20 12.34
C -14.22 23.36 12.73
O -14.94 24.02 11.99
O -13.95 23.67 13.97
H -14.67 21.78 15.75
H -13.72 23.01 16.63
H -13.08 21.32 16.21
H -12.16 23.28 14.63
H -13.40 20.73 13.81
H -11.88 21.41 13.12
C -14.83 10.30 9.77
O -14.54 11.61 10.22
C -15.64 12.36 10.74
C -15.12 13.71 11.18
O -14.99 14.64 10.09
C -13.89 14.37 9.22
C -13.70 15.51 8.21
O -13.14 16.70 8.87
C -12.89 17.79 8.10
H -15.27 9.77 10.60
H -13.85 9.81 9.56
H -15.45 10.33 8.86
H -16.02 11.79 11.65
H -16.48 12.54 10.09
H -14.11 13.65 11.62
H -15.88 14.20 11.75
H -14.09 13.44 8.61
H -12.94 14.25 9.87
H -14.58 15.90 7.66
H -12.92 15.21 7.46
H -12.44 18.56 8.65
H -13.75 18.17 7.50
H -12.18 17.48 7.27
C -18.56 15.73 2.24
O -17.62 15.76 3.27
C -17.45 14.37 3.73
C -16.65 14.38 5.03
O -17.52 14.59 6.06
C -17.06 14.42 7.35
C -18.10 14.22 8.43
O -18.57 12.92 8.47
C -19.80 12.75 9.19
H -18.78 16.75 1.98
H -19.50 15.19 2.47
H -18.15 15.28 1.33
H -16.97 13.73 2.93
H -18.48 13.91 3.88
H -15.89 15.20 4.92
H -15.99 13.48 5.17
H -16.55 15.39 7.66
H -16.26 13.65 7.44
H -18.92 14.89 8.31
H -17.52 14.57 9.31
H -19.70 13.03 10.26
H -20.04 11.70 9.03
H -20.61 13.33 8.73
C -24.03 14.27 11.29
O -22.80 14.63 10.84
C -22.68 15.10 9.48
C -23.70 16.14 9.00
O -23.68 17.36 9.73
C -24.34 18.41 9.08
C -24.18 19.58 10.14
O -22.80 20.02 10.13
C -21.83 19.30 10.95
H -24.59 13.77 10.52
H -24.72 15.08 11.47
H -24.04 13.65 12.19
H -22.74 14.26 8.82
H -21.67 15.52 9.36
H -24.75 15.74 9.10
H -23.55 16.32 7.92
H -25.37 18.23 8.96
H -23.87 18.79 8.16
H -24.39 19.15 11.10
H -24.72 20.49 9.90
H -21.04 20.10 11.14
H -21.29 18.58 10.36
H -22.22 18.90 11.89
F -10.15 17.56 14.95
C -11.07 17.29 13.99
C -10.70 17.38 12.69
C -11.70 17.11 11.73
C -12.96 16.63 12.15
C -13.24 16.45 13.48
C -12.25 16.72 14.43
H -9.80 17.78 12.41
H -11.56 17.30 10.67
H -13.72 16.37 11.44
H -14.25 16.16 13.75
H -12.51 16.60 15.49
F -20.64 17.57 14.97
C -19.75 17.04 14.12
C -20.24 16.36 13.02
C -19.37 15.84 12.11
C -18.01 16.11 12.25
C -17.52 16.91 13.28
C -18.40 17.36 14.24
H -21.34 16.18 12.87
H -19.70 15.20 11.31
H -17.33 15.81 11.50
H -16.54 17.37 13.31
H -18.13 18.09 15.00
F -18.24 17.61 9.25
C -17.30 18.57 9.56
C -16.00 18.16 9.76
C -15.08 19.17 10.03
C -15.43 20.49 10.07
C -16.71 20.85 9.97
C -17.68 19.87 9.77
H -15.69 17.08 9.78
H -14.06 18.81 10.16
H -14.65 21.18 10.27
H -16.95 21.91 10.06
H -18.73 20.11 9.66
*
```

Here are the Mulliken charges for atoms 1 to 6, given in e: -1.198, 1.767, 0.597, -0.349, 0.559, -0.628

2.
ORCA calculation (wB97M-V/def2-TZVPD) on a structure of composition C52H84BN12O8Pb.

The value obtained for the largest force on an atom is 5.3 eV/A. Its HOMO-LUMO gap (alpha / beta) is 6.54 / 3.04 eV. For the HOMO energy (alpha / beta), the calculation gives -14.416 / -14.391 eV.

The geometry in ORCA input format:
```
! RIJCOSX wB97M-V def2-TZVPD def2/J DEFGRID3
* xyz 2 2
Pb -0.76 -4.95 -4.43
O 1.76 -0.59 -3.95
C 1.24 -0.77 -2.88
O 0.95 0.16 -1.98
B 0.07 -0.40 -0.94
O -0.01 -1.84 -1.26
C 0.65 -2.09 -2.35
O 0.70 -3.15 -2.94
O -1.24 0.34 -0.83
C -1.42 0.83 0.41
O -2.39 1.40 0.89
C -0.12 0.41 1.27
O 0.69 -0.26 0.37
O 0.03 0.61 2.48
C 4.73 -5.20 -5.10
C 3.78 -4.03 -4.97
C 4.32 -2.91 -4.04
C 5.49 -2.16 -4.51
N 6.44 -1.55 -4.88
H 5.60 -4.98 -5.72
H 4.31 -6.08 -5.59
H 5.11 -5.59 -4.15
H 2.85 -4.42 -4.56
H 3.50 -3.58 -5.92
H 4.53 -3.27 -3.03
H 3.49 -2.23 -3.87
C -2.87 -2.38 0.88
C -2.13 -3.62 1.39
C -2.53 -4.92 0.69
C -1.96 -4.99 -0.67
N -1.48 -5.06 -1.71
H -2.60 -1.48 1.44
H -3.93 -2.57 0.77
H -2.65 -2.18 -0.17
H -2.38 -3.65 2.45
H -1.04 -3.56 1.32
H -3.62 -5.01 0.73
H -2.06 -5.75 1.21
C -0.45 5.34 -1.05
C -0.88 3.87 -1.24
C -2.32 3.71 -1.69
C -2.74 4.47 -2.85
N -3.08 5.06 -3.78
H -0.95 5.81 -0.20
H -0.63 5.95 -1.93
H 0.62 5.45 -0.91
H -0.64 3.28 -0.35
H -0.32 3.45 -2.07
H -2.99 3.97 -0.88
H -2.53 2.66 -1.93
C 0.49 4.92 2.78
C -0.61 3.97 3.29
C -1.72 4.70 4.01
C -2.56 5.54 3.23
N -3.29 6.20 2.61
H 0.83 5.57 3.58
H 0.08 5.61 2.04
H 1.31 4.37 2.32
H -0.17 3.18 3.89
H -0.96 3.32 2.49
H -1.31 5.20 4.89
H -2.38 3.97 4.47
C -1.58 1.22 -4.52
C -3.10 0.88 -4.49
C -3.49 -0.46 -3.82
C -2.60 -1.60 -4.11
N -1.91 -2.52 -4.30
H -1.00 0.58 -5.19
H -1.10 1.06 -3.56
H -1.30 2.25 -4.74
H -3.52 0.97 -5.49
H -3.59 1.67 -3.92
H -4.52 -0.61 -4.16
H -3.43 -0.26 -2.75
C -5.65 2.15 1.75
C -6.67 1.04 1.83
C -6.29 -0.09 0.85
C -6.12 0.36 -0.53
N -5.96 0.68 -1.63
H -5.55 2.54 0.74
H -4.67 1.73 1.93
H -5.87 2.99 2.42
H -7.69 1.37 1.64
H -6.66 0.67 2.86
H -6.93 -0.96 0.89
H -5.29 -0.45 1.10
C -3.16 0.31 4.04
C -4.17 -0.47 4.93
C -4.02 -0.26 6.49
C -3.95 1.10 6.97
N -3.89 2.23 7.35
H -3.09 1.37 4.29
H -3.32 0.25 2.97
H -2.16 -0.09 4.21
H -4.14 -1.54 4.70
H -5.17 -0.11 4.66
H -3.20 -0.85 6.87
H -4.87 -0.74 6.97
C 0.89 -2.45 -9.72
C 2.01 -1.76 -8.94
C 1.63 -1.30 -7.52
C 1.12 -2.38 -6.62
N 0.68 -3.19 -5.91
H -0.06 -1.91 -9.74
H 0.67 -3.41 -9.24
H 1.20 -2.54 -10.77
H 2.42 -0.91 -9.50
H 2.82 -2.47 -8.82
H 0.89 -0.49 -7.51
H 2.50 -0.90 -6.99
C 0.48 1.16 5.80
C 0.10 1.56 7.20
C -0.37 2.98 7.41
C 0.59 4.03 7.05
N 1.38 4.81 6.77
H 1.13 1.92 5.37
H -0.41 1.10 5.17
H 0.89 0.15 5.75
H 0.99 1.57 7.84
H -0.65 0.87 7.58
H -0.56 3.12 8.48
H -1.33 3.10 6.92
C 3.15 -1.05 3.88
C 3.40 -0.18 2.65
C 4.88 0.19 2.38
C 5.64 0.86 3.43
N 6.24 1.41 4.29
H 3.57 -0.64 4.80
H 3.57 -2.05 3.79
H 2.09 -1.23 4.06
H 2.83 0.73 2.80
H 3.04 -0.70 1.76
H 4.98 0.89 1.55
H 5.35 -0.74 2.05
C 3.11 2.42 -0.03
C 3.34 2.50 -1.52
C 4.62 1.70 -1.96
C 4.59 0.28 -1.58
N 4.57 -0.86 -1.32
H 3.94 2.87 0.51
H 3.04 1.42 0.39
H 2.30 3.09 0.26
H 3.51 3.52 -1.84
H 2.49 2.10 -2.07
H 5.49 2.14 -1.48
H 4.82 1.79 -3.03
C 4.65 -3.98 1.13
C 3.36 -4.33 0.38
C 2.08 -3.62 0.80
C 1.72 -3.81 2.19
N 1.38 -4.02 3.29
H 4.84 -2.92 0.95
H 5.50 -4.57 0.78
H 4.48 -4.08 2.20
H 3.23 -5.40 0.55
H 3.58 -4.29 -0.69
H 1.24 -4.03 0.22
H 2.16 -2.56 0.57
*
```

Here are the Mulliken charges for atoms 1 to 6, given in e: 1.667, -0.576, 0.571, -0.594, -0.017, -0.117